{"formula": "C29H71BrN9O12P3Si", "method": "ωB97M-V/def2-TZVPD", "elements": ["C", "C", "O", "P", "O", "C", "C", "Si", "Br", "C", "C", "C", "C", "N", "C", "N", "N", "P", "P", "O", "O", "O", "O", "C", "C", "H", "H", "H", "H", "H", "H", "H", "H", "H", "H", "H", "H", "H", "H", "H", "H", "H", "H", "H", "H", "H", "H", "H", "H", "H", "H", "H", "H", "H", "C", "C", "O", "N", "C", "H", "H", "H", "H", "H", "H", "H", "C", "C", "O", "N", "C", "H", "H", "H", "H", "H", "H", "H", "C", "C", "O", "N", "C", "H", "H", "H", "H", "H", "H", "H", "C", "C", "O", "N", "C", "H", "H", "H", "H", "H", "H", "H", "C", "C", "O", "N", "C", "H", "H", "H", "H", "H", "H", "H", "C", "C", "O", "N", "C", "H", "H", "H", "H", "H", "H", "H"], "xyz": [[1.74070, 0.08909, 3.46095], [3.04538, -0.63764, 3.67082], [3.17364, -1.90322, 2.97355], [3.00368, -1.85366, 1.40242], [1.60109, -1.99405, 1.03236], [3.77221, -0.39979, 0.68675], [3.53283, -0.35975, -0.83108], [2.48098, 1.06677, -1.50443], [2.16322, 2.70741, -0.03044], [0.89122, 0.47487, -2.25746], [0.04627, -0.34467, -1.27485], [-0.50010, 0.53479, -0.15757], [-1.99938, 0.44941, 0.11052], [-2.59040, -0.91176, -0.11541], [-3.72279, -0.85839, -0.93434], [-3.69289, -0.82996, -2.19342], [-4.98623, -0.80859, -0.24286], [3.53271, 2.05784, -3.24026], [5.58673, 2.43087, -2.71592], [5.68275, 3.26138, -1.53998], [6.43984, 1.07913, -2.61539], [6.20732, 3.21381, -3.96081], [3.89014, -3.08430, 0.97339], [3.50554, -3.76947, -0.22686], [4.75110, -4.03391, -1.03247], [1.82198, 1.03817, 3.97174], [1.55635, 0.32278, 2.42640], [0.89320, -0.45319, 3.84283], [3.88458, 0.00565, 3.44285], [3.12091, -0.88732, 4.71545], [4.83307, -0.53120, 0.86655], [3.49787, 0.50046, 1.20693], [4.48950, -0.26977, -1.31990], [3.09802, -1.27567, -1.20530], [0.33531, 1.28193, -2.71778], [1.20231, -0.20070, -3.05209], [-0.73245, -0.81053, -1.85320], [0.66256, -1.14893, -0.90072], [-0.31039, 1.55660, -0.44743], [0.02816, 0.30638, 0.75429], [-2.51612, 1.16170, -0.51549], [-2.17768, 0.76499, 1.12636], [-2.94942, -1.22982, 0.77352], [-2.72694, -0.88262, -2.51522], [-5.59177, -1.42516, -0.77078], [-5.36987, 0.11092, -0.42490], [3.52684, 1.09771, -4.27382], [6.00839, 0.40105, -3.14779], [6.05529, 2.70923, -4.76759], [2.78075, -3.22336, -0.81013], [3.04625, -4.71696, 0.01445], [5.25730, -3.09344, -1.19692], [4.52684, -4.52733, -1.96327], [5.42282, -4.62216, -0.42511], [0.95040, 5.16289, -5.25610], [0.26084, 3.82315, -5.15761], [-0.06576, 3.33915, -4.08890], [0.00936, 3.15473, -6.31641], [0.31807, 3.56256, -7.67397], [1.07559, 5.55594, -4.25301], [1.93334, 5.05837, -5.71666], [0.35142, 5.86458, -5.83773], [-0.45061, 2.26919, -6.17604], [-0.59790, 3.62962, -8.26351], [0.97662, 2.83089, -8.14562], [0.80880, 4.52902, -7.68246], [0.72213, -4.09469, 4.93691], [-0.34274, -3.15328, 5.43108], [-0.06657, -2.04198, 5.86695], [-1.62171, -3.59285, 5.36281], [-2.10111, -4.87161, 4.86572], [1.68757, -3.60910, 5.03233], [0.72791, -5.00822, 5.53304], [0.55899, -4.34007, 3.88721], [-2.30268, -2.93004, 5.69598], [-2.77129, -4.70234, 4.03167], [-2.65035, -5.39055, 5.65127], [-1.27334, -5.49486, 4.54070], [-4.96167, 3.79674, 3.67975], [-3.70792, 3.01269, 3.36248], [-3.31858, 2.86099, 2.21460], [-3.02211, 2.49401, 4.41041], [-3.33264, 2.60065, 5.82482], [-5.39017, 4.14867, 2.74719], [-5.69269, 3.16748, 4.18919], [-4.73065, 4.65728, 4.30776], [-2.19602, 1.98103, 4.14223], [-2.50970, 3.09008, 6.35025], [-3.47902, 1.61037, 6.24919], [-4.23749, 3.17819, 5.97727], [-1.08738, -4.02801, -5.53475], [-1.65424, -2.81831, -4.82697], [-0.96710, -2.11882, -4.09484], [-2.96077, -2.52838, -5.03225], [-3.92294, -3.23013, -5.85881], [-0.03984, -4.12148, -5.26857], [-1.60987, -4.93450, -5.22844], [-1.16718, -3.91565, -6.61642], [-3.27257, -1.71175, -4.52459], [-4.31766, -2.55988, -6.62405], [-4.75669, -3.57621, -5.24611], [-3.46630, -4.08514, -6.34458], [4.68115, 8.53805, 0.16660], [6.10831, 8.37934, 0.64204], [6.74904, 9.32189, 1.08236], [6.65305, 7.14110, 0.55930], [6.04295, 5.91318, 0.06480], [4.39161, 9.57567, 0.29541], [4.59414, 8.27524, -0.88790], [4.00761, 7.90885, 0.74883], [7.60328, 7.09994, 0.89035], [6.03644, 5.16461, 0.85731], [6.61644, 5.52001, -0.77134], [5.02445, 6.08400, -0.26206], [-6.21748, -6.13066, 4.65364], [-5.83284, -4.80427, 4.04164], [-4.91849, -4.12575, 4.48907], [-6.53612, -4.38235, 2.96332], [-7.64150, -5.04375, 2.29358], [-5.56390, -6.32245, 5.49810], [-7.24876, -6.10872, 5.00611], [-6.10227, -6.93740, 3.92946], [-6.22501, -3.49341, 2.60184], [-7.38417, -5.23621, 1.25139], [-8.52686, -4.40718, 2.31733], [-7.87603, -5.98585, 2.77537]], "mulliken_charge": [-0.093, -0.563, -0.533, 0.784, -0.618, -0.743, -0.136, 0.556, -0.317, -1.274, 0.892, 0.815, -0.888, -0.183, 0.045, -0.792, -0.595, -0.191, 0.609, -0.414, -0.533, -0.505, -0.439, -0.012, -1.295, 0.455, -0.260, 0.038, 0.280, 0.404, 0.449, 0.461, 0.345, -0.079, 0.570, 0.498, -0.167, -0.427, 0.264, -0.788, 0.385, 0.333, 0.343, 0.423, 0.338, 0.273, 0.072, 0.357, 0.320, 0.135, 0.402, 0.241, 0.408, 0.357, -1.395, 0.837, -0.600, -0.138, -0.893, 0.272, 0.378, 0.429, 0.198, 0.298, 0.283, 0.332, -1.223, 0.799, -0.684, -0.105, -0.681, 0.198, 0.439, 0.332, 0.200, 0.179, 0.197, 0.369, -1.407, 0.853, -0.618, -0.073, -0.873, 0.287, 0.386, 0.391, 0.134, 0.295, 0.286, 0.337, -1.484, 0.826, -0.534, -0.042, -0.915, 0.247, 0.393, 0.404, 0.143, 0.295, 0.293, 0.349, -1.174, 0.745, -0.666, -0.094, -0.733, 0.288, 0.333, 0.321, 0.211, 0.252, 0.284, 0.237, -1.331, 0.831, -0.634, -0.150, -0.855, 0.280, 0.388, 0.363, 0.206, 0.279, 0.295, 0.328], "total_charge": 0, "gap_ev": 8.906, "e_homo_ev": -8.768, "mol_weight_g_mol": 938.9, "largest_force_ev_per_a": 1.40}

***

{"formula": "C29H71Cl3N6O10", "method": "ωB97M-V/def2-TZVPD", "elements": ["O", "C", "N", "C", "H", "H", "H", "H", "H", "O", "C", "N", "C", "H", "H", "H", "H", "H", "C", "Cl", "Cl", "Cl", "H", "C", "O", "C", "C", "N", "C", "C", "O", "C", "H", "H", "H", "H", "H", "H", "H", "H", "H", "H", "H", "H", "H", "H", "H", "C", "O", "C", "C", "N", "C", "C", "O", "C", "H", "H", "H", "H", "H", "H", "H", "H", "H", "H", "H", "H", "H", "H", "H", "C", "O", "C", "C", "N", "C", "C", "O", "C", "H", "H", "H", "H", "H", "H", "H", "H", "H", "H", "H", "H", "H", "H", "H", "C", "O", "C", "C", "N", "C", "C", "O", "C", "H", "H", "H", "H", "H", "H", "H", "H", "H", "H", "H", "H", "H", "H", "H"], "xyz": [[3.39930, 4.10577, 25.79325], [4.60470, 4.30851, 25.74215], [5.51351, 3.30257, 25.57764], [5.18878, 5.67914, 25.84810], [5.15580, 2.36192, 25.66261], [6.46872, 3.51081, 25.84345], [6.21034, 5.67305, 26.21654], [4.51324, 6.30871, 26.42328], [5.16483, 6.13491, 24.84829], [3.73325, 0.51983, 25.41161], [3.54612, 0.55642, 26.61860], [3.02650, 1.67246, 27.20580], [3.86413, -0.61607, 27.50291], [2.82357, 2.40566, 26.51660], [2.54622, 1.61672, 28.08307], [3.39266, -1.50140, 27.07782], [3.56223, -0.46198, 28.53780], [4.94372, -0.79113, 27.51675], [6.65241, 0.03207, 23.98902], [6.11446, -1.58631, 24.41256], [7.13778, 0.09315, 22.27771], [8.02753, 0.49880, 24.99568], [5.82354, 0.71679, 24.11517], [9.07779, 3.60838, 27.03147], [8.42095, 3.87944, 25.82401], [9.30766, 3.81074, 24.70500], [8.47795, 3.86374, 23.44621], [7.97202, 5.20670, 23.20276], [6.90188, 5.19693, 22.19055], [6.46211, 6.60715, 21.85643], [5.62630, 7.08388, 22.86225], [5.16128, 8.38212, 22.58933], [8.41113, 3.84542, 27.86909], [9.95998, 4.24005, 27.19101], [9.32924, 2.54456, 27.12728], [9.94153, 2.91781, 24.73356], [9.96906, 4.68925, 24.74854], [7.65827, 3.12729, 23.55627], [9.06521, 3.52302, 22.58721], [7.56116, 5.53055, 24.07595], [6.03959, 4.63021, 22.58615], [7.25500, 4.67282, 21.30141], [5.95945, 6.61018, 20.87633], [7.37238, 7.21593, 21.73651], [4.48759, 8.38541, 21.72033], [5.98571, 9.08384, 22.44167], [4.55020, 8.71360, 23.43101], [5.92902, 0.54227, 12.37008], [5.32463, 0.35958, 13.62094], [3.97733, -0.01385, 13.49398], [3.48071, -0.36182, 14.86783], [3.61479, 0.76968, 15.78880], [2.92156, 0.52404, 17.04715], [3.63493, -0.42333, 18.00812], [4.99419, -0.17520, 17.99680], [5.65556, -0.86764, 19.01736], [6.96932, 0.81407, 12.53772], [5.42128, 1.32404, 11.78874], [5.93184, -0.38083, 11.76835], [3.88500, -0.89499, 12.84212], [3.43002, 0.82976, 13.04548], [4.12219, -1.19435, 15.21757], [2.46163, -0.74655, 14.87152], [4.61180, 0.80748, 15.98494], [1.95421, 0.06491, 16.82304], [2.71387, 1.47760, 17.53644], [3.42630, -1.48271, 17.76481], [3.19068, -0.30017, 19.01337], [5.39578, -0.45583, 20.00131], [6.72456, -0.71024, 18.88406], [5.40761, -1.93446, 18.99244], [0.84470, -3.69866, 26.18919], [2.17165, -3.84393, 26.62361], [3.06518, -3.90613, 25.53888], [4.47530, -4.07463, 26.03889], [4.64811, -5.27055, 26.83170], [6.01933, -5.45221, 27.23348], [6.56173, -4.42567, 28.22847], [7.15489, -3.36541, 27.53852], [7.49601, -2.28592, 28.37365], [0.52454, -4.57412, 25.60632], [0.73942, -2.80608, 25.56183], [0.21900, -3.64240, 27.07567], [3.01151, -2.96990, 24.95631], [2.81540, -4.73300, 24.85685], [4.83105, -3.14068, 26.49688], [5.05345, -4.19671, 25.11056], [4.04512, -5.20261, 27.64538], [6.66040, -5.40015, 26.34533], [6.16250, -6.45838, 27.63308], [7.27700, -4.89769, 28.92248], [5.72773, -4.07710, 28.86294], [7.69222, -1.41404, 27.73968], [8.39395, -2.48360, 28.97124], [6.66553, -1.99497, 29.03173], [8.70400, -3.59662, 21.99390], [9.51595, -4.10055, 23.03182], [9.04047, -3.74708, 24.30422], [10.03854, -4.25673, 25.31313], [11.30851, -3.52805, 25.29894], [11.22748, -2.26377, 26.05203], [12.61723, -1.77085, 26.33560], [12.67720, -0.54422, 27.05375], [11.91858, 0.49492, 26.49809], [7.71313, -4.06971, 21.99097], [9.21446, -3.80596, 21.05563], [8.57238, -2.50969, 22.07628], [8.02941, -4.16119, 24.44892], [8.94400, -2.65210, 24.40940], [10.20683, -5.31844, 25.07446], [9.61001, -4.28224, 26.31230], [11.50823, -3.26474, 24.33910], [10.65290, -2.39570, 26.96845], [10.67825, -1.51422, 25.45810], [13.21127, -1.67297, 25.41767], [13.10296, -2.49963, 26.98496], [12.12243, 0.61200, 25.41492], [12.22845, 1.42427, 26.97123], [10.83922, 0.34605, 26.60692]], "mulliken_charge": [-0.733, 0.778, 0.227, -0.534, 0.008, -0.005, 0.255, 0.378, -0.134, -0.644, 0.399, -0.273, -0.057, 0.325, 0.196, -0.106, 0.460, -0.228, -0.545, 0.090, -0.101, 0.010, 0.359, -0.775, -0.313, -0.789, -0.287, -0.451, -0.408, -0.916, -0.190, -0.885, 0.264, 0.356, 0.127, 0.414, 0.415, 0.059, 0.430, 0.282, 0.226, 0.466, 0.448, 0.354, 0.321, 0.332, 0.259, -0.755, -0.254, -0.635, -0.577, -0.380, -0.831, -0.432, -0.374, -0.668, 0.239, 0.294, 0.295, 0.390, 0.363, 0.244, 0.441, 0.338, 0.340, 0.372, 0.326, 0.435, 0.209, 0.272, 0.349, -0.814, -0.353, -0.855, 0.271, -0.355, -0.794, -0.662, 0.135, -0.797, 0.320, 0.310, 0.258, 0.294, 0.646, -0.139, 0.076, 0.302, 0.185, 0.359, 0.503, 0.405, 0.106, 0.288, 0.367, -0.487, -0.460, 0.843, -0.791, -0.329, -0.119, -0.692, -0.425, -0.480, 0.249, 0.303, 0.116, 0.047, -0.289, 0.331, 0.209, 0.340, 0.202, 0.140, 0.323, 0.330, 0.350, 0.313, 0.050], "total_charge": 0, "gap_ev": 9.111, "e_homo_ev": -8.637, "mol_weight_g_mol": 770.3, "largest_force_ev_per_a": 1.36}